The following is a quantum chemistry calculation of the ion C5H8N with charge +1 in a non-equilibrium geometry, from the Open Molecules 2025 dataset.

Frontier orbital gap in eV: 9.515
Structure (SMILES): [NH3+]/C=C1\[C@H]2C[C@@H]12
2S+1: 1
E_HOMO in eV: -13.32
Total charge: +1

```
14
Properties=species:S:1:pos:R:3:forces:R:3:nbo_charge:R:1
N 2.3793 -0.2854 0.0851 -0.1 -0.7 -0.1 -0.6996
C -1.3430 0.7162 -0.2968 0.8 -1.0 1.5 -0.1867
C 1.1443 0.5162 0.0490 -0.1 1.7 0.4 -0.2069
C -0.0752 0.0741 -0.0918 0.1 0.4 0.8 0.0437
C -2.1756 -0.0992 0.5502 0.3 -1.4 1.0 -0.3429
C -1.1657 -0.7688 -0.3593 0.1 0.3 1.8 -0.1734
H 3.1162 0.1134 0.6846 -0.4 0.2 -0.2 0.4508
H -1.2374 -1.4238 -1.1303 -0.6 -2.0 -1.9 0.2444
H -2.0319 -0.0818 1.6136 0.4 -0.2 0.4 0.2168
H -1.5698 1.4616 -0.9098 -0.9 2.7 -2.9 0.2363
H 2.6599 -0.1556 -0.9109 0.7 -1.4 0.9 0.4637
H -3.1564 -0.3963 0.3119 -1.3 0.4 -0.7 0.2373
H 2.2269 -1.2808 0.4853 0.2 1.7 -1.5 0.4706
H 1.2283 1.6101 -0.0808 0.8 -0.8 0.5 0.2460
```
Forces are in eV/Å.

=====

The following is a quantum chemistry calculation of the ion C5H8N with charge +1 in a non-equilibrium geometry, from the Open Molecules 2025 dataset.

Frontier orbital gap in eV: 8.702
2S+1: 1
E_HOMO in eV: -14.27
Total charge: +1

```
14
Properties=species:S:1:pos:R:3:forces:R:3:nbo_charge:R:1
N -1.2622 -1.2369 -0.0478 -5.3 -1.5 2.6 -0.4292
C -2.2725 -0.4071 -0.1163 -2.7 2.0 -3.5 0.2410
C 1.9675 0.3253 -0.2796 -0.3 -0.8 -2.7 -0.6892
C -0.4495 -0.1872 0.2766 4.6 0.2 1.2 0.1151
C 0.8247 -0.4989 0.2409 3.0 0.1 -0.9 -0.0526
C -1.4711 0.8594 -0.0267 0.8 0.8 -1.7 -0.5512
H -1.6884 1.9564 0.2915 0.3 -2.5 0.5 0.3366
H -3.2197 -0.4222 -0.6985 0.2 -1.0 1.2 0.2539
H 1.1216 -1.5769 0.3687 -0.7 1.1 -0.1 0.2322
H -1.1183 1.0675 -1.0926 -1.0 -0.2 0.6 0.3078
H 2.6777 0.6222 0.3906 2.0 0.2 2.1 0.2520
H 1.8383 1.2127 -0.8696 -1.6 1.0 0.3 0.2406
H 2.4939 -0.1901 -1.1421 -0.4 -0.5 1.4 0.2572
H -1.4277 -2.2346 0.2557 1.1 1.1 -1.0 0.4858
```
Forces are in eV/Å.

=====

The following is a quantum chemistry calculation of a structure of composition C5H8N in a non-equilibrium geometry, from the Open Molecules 2025 dataset.

Frontier orbital gap (alpha / beta) in eV: 7.947 / 7.947
2S+1: 1
E_HOMO (alpha / beta) in eV: -13.47 / -13.47
Total charge: +1

```
14
Properties=species:S:1:pos:R:3:forces:R:3:nbo_charge:R:1
N 0.7376 -0.6350 -0.3753 -1.7 0.6 -0.5 -0.4248
C -1.2900 0.9701 0.1597 1.8 3.6 -0.8 -0.4810
C 1.9636 0.1909 -0.2157 -2.8 -0.6 3.0 -0.2799
C -1.9121 -0.3300 -0.2312 -4.0 -1.2 -1.5 -0.4722
C -0.4847 -0.1887 -0.1044 1.8 0.6 -0.1 0.4552
C 1.5624 -0.0760 1.2069 -1.0 2.6 -0.4 -0.0582
H 0.7712 -1.6080 -0.5588 0.6 -1.1 -0.4 0.4476
H -1.1032 2.0330 -0.3649 -0.8 -2.8 0.1 0.2963
H -2.6391 -0.8656 0.4765 1.6 0.7 -0.7 0.3093
H 1.7454 1.1582 -0.4985 -0.1 2.0 -0.9 0.2193
H 1.8260 -1.0160 1.5471 0.9 -2.3 0.5 0.1361
H 2.8172 -0.2345 -0.5625 2.2 -1.5 -1.5 0.2438
H -2.4685 -0.3883 -1.2942 1.9 0.0 2.1 0.3088
H -1.2514 1.3115 1.1711 -0.4 -0.5 1.0 0.2996
```
Forces are in eV/Å.

=====

The following is a quantum chemistry calculation of a structure of composition C5H8N in a non-equilibrium geometry, from the Open Molecules 2025 dataset.

Frontier orbital gap in eV: 9.906
2S+1: 1
E_HOMO in eV: -14.54
Total charge: +1

```
14
Properties=species:S:1:pos:R:3:forces:R:3:nbo_charge:R:1
N 0.2307 -0.3727 -0.1816 7.1 0.6 -0.2 -0.2608
C 2.1016 -0.1681 -0.0694 -3.3 3.7 -2.8 -0.3047
C -0.8536 0.4236 0.1398 -0.8 2.3 1.1 0.1111
C -1.7223 -0.7287 -0.1617 -1.9 -1.9 0.6 -0.4787
C -0.4227 -1.3998 -0.5424 0.4 -2.6 0.8 0.2278
C -1.0558 1.5956 0.7221 0.6 0.1 0.3 -0.3133
H -2.2310 -1.0257 0.8229 0.6 -0.3 -1.7 0.2851
H 0.0358 -2.4129 -0.8413 -1.1 1.8 0.3 0.2640
H 2.5799 -1.0211 0.2458 0.3 -2.4 0.8 0.2188
H 2.2857 0.7005 0.6395 -0.6 -1.1 -1.2 0.2484
H -2.3556 -0.7462 -1.0392 -0.7 0.6 0.2 0.2693
H -0.3456 2.4067 0.9173 0.1 -0.7 -0.2 0.2429
H -2.0229 1.7580 1.1679 -0.4 0.2 -0.5 0.2404
H 2.2872 0.0514 -1.2046 -0.2 -0.2 2.5 0.2497
```
Forces are in eV/Å.

=====

The following is a quantum chemistry calculation of the ion C5H8N with charge +1 in a non-equilibrium geometry, from the Open Molecules 2025 dataset.

Frontier orbital gap in eV: 9.550
Structure (SMILES): [NH3+][C@@]12C[C@@]13C[C@H]32
2S+1: 1
E_HOMO in eV: -13.44
Total charge: +1

```
14
Properties=species:S:1:pos:R:3:forces:R:3:nbo_charge:R:1
N -1.8275 0.5677 -0.1635 0.1 -0.1 3.1 -0.7157
C -0.3551 0.0301 -0.0499 -1.3 -0.6 -0.5 -0.0191
C 0.9456 0.0384 -0.6531 -1.2 -0.1 1.9 0.1030
C 1.7954 0.7405 0.4760 -0.4 0.1 -1.2 -0.3407
C 0.5597 0.1602 1.1064 1.4 -2.6 -0.8 -0.1812
C 0.0068 -1.2492 -0.8251 1.0 3.2 0.8 -0.3944
H 1.8674 1.7975 0.2991 -0.1 0.4 0.0 0.2417
H 0.8220 -0.8284 1.6247 -0.7 1.4 -0.6 0.2118
H 0.1785 -2.0494 -0.1965 0.3 -1.9 0.9 0.2223
H -2.0260 0.5887 -1.1471 -0.6 0.5 -0.6 0.4462
H -1.9825 1.5078 0.3837 0.3 -2.0 -1.6 0.4690
H -2.4467 -0.2130 0.3060 1.4 2.0 -1.1 0.4617
H -0.3074 -1.4033 -1.8372 -0.1 -0.1 -0.4 0.2408
H 2.7699 0.3125 0.6763 -0.1 -0.2 0.3 0.2547
```
Forces are in eV/Å.

=====

The following is a quantum chemistry calculation of the ion C5H8N with charge +1 in a non-equilibrium geometry, from the Open Molecules 2025 dataset.

Frontier orbital gap in eV: 11.062
2S+1: 1
E_HOMO in eV: -16.08
Total charge: +1

```
14
Properties=species:S:1:pos:R:3:forces:R:3:nbo_charge:R:1
N -0.3334 1.3304 -0.1054 1.7 -0.9 0.6 -0.1803
C 0.1401 -1.3059 0.2667 -1.0 -2.4 -0.7 -0.4160
C -0.9203 0.5400 -1.0781 -2.7 1.9 -0.2 -0.2096
C 0.6917 -0.2697 0.9983 0.1 1.4 -1.8 0.0832
C -0.9330 -0.1223 0.2155 -0.2 -1.3 2.3 -0.0949
C 1.0413 0.8844 0.0399 4.3 -0.1 1.1 -0.2963
H 1.6766 1.6819 0.5141 -0.6 -0.9 -0.6 0.2671
H -1.8733 1.0115 -1.2256 -0.7 -0.4 -0.8 0.2716
H 0.6483 -1.7241 -0.5928 -0.1 1.0 -0.8 0.2647
H 1.6329 0.3584 -0.8271 -1.4 1.6 1.0 0.2273
H -0.4190 -2.1765 0.6066 0.2 0.3 1.3 0.2887
H 0.7100 -0.2383 2.0448 -0.4 0.6 1.4 0.2678
H -1.6835 -0.1373 1.0170 0.0 -0.1 -1.1 0.2928
H -0.3782 0.1677 -1.8738 0.9 -0.8 -1.6 0.2339
```
Forces are in eV/Å.

=====

Relative energy (zero: lowest compared OMol25 entry of this formula, charge and spin)? In order: 386.9, 450.7, 715.9, 392.5, 573.0, 473.1 kJ/mol.
Electronic energy? In order: -249.67779, -249.65348, -249.55247, -249.67566, -249.60688, -249.64496 Ha.